1.
The following is a DFT calculation (the ωB97M-V functional and the def2-TZVPD basis) of a structure of composition C38H37BiCl2N4O4Si2.

```
88
Properties=species:S:1:pos:R:3:forces:R:3
Bi 1.0106 -0.2970 -1.0108 0.07 -0.02 -0.09
Cl -2.5867 -4.8574 -5.3235 0.00 0.00 0.00
C -1.6147 -3.5084 -4.7795 -0.01 0.01 -0.01
C -0.6103 -3.7457 -3.8589 -0.01 -0.01 0.01
C 0.2097 -2.7054 -3.3873 0.07 -0.06 0.00
N 1.2601 -2.8507 -2.5029 -0.13 -0.01 0.04
C 1.3690 -3.9313 -1.7329 0.00 0.11 -0.03
O 0.6285 -4.9223 -1.6024 0.04 -0.06 -0.01
C 2.5678 -3.8325 -0.8092 -0.02 -0.04 0.03
C 2.3641 -3.3646 0.4890 0.04 0.04 -0.02
C 3.4451 -3.2312 1.3366 -0.04 0.01 -0.01
C 4.6985 -3.6097 0.8705 0.02 0.01 0.00
C 4.7972 -4.0850 -0.4269 0.01 0.01 0.02
N 3.7681 -4.1907 -1.2668 -0.01 -0.03 0.03
C -0.0353 -1.4009 -3.8886 -0.01 0.09 -0.02
C -1.0573 -1.1872 -4.8013 -0.02 0.01 -0.01
C -1.8510 -2.2285 -5.2505 0.00 -0.02 0.01
Cl -3.1306 -1.8863 -6.3890 -0.01 0.00 0.00
N 0.7602 -0.3220 -3.4203 -0.02 -0.10 0.01
C 1.2572 0.4877 -4.3569 0.00 0.08 0.08
O 1.0392 0.4597 -5.5779 0.06 0.00 -0.03
C 2.2294 1.5710 -3.9008 -0.02 -0.01 0.00
C 2.6921 2.4754 -4.8577 -0.04 0.02 0.01
C 3.5935 3.4494 -4.4748 -0.01 0.01 -0.01
C 4.0146 3.4983 -3.1518 0.01 -0.01 0.01
C 3.5036 2.5580 -2.2740 0.01 0.02 0.00
N 2.6358 1.6207 -2.6389 0.02 -0.06 0.01
H -0.4506 -4.7431 -3.4827 0.00 0.00 0.00
H 1.3787 -3.0694 0.8223 0.00 -0.01 0.01
H 3.2894 -2.8179 2.3254 0.02 -0.01 0.01
H 5.5837 -3.5266 1.4897 0.00 0.00 0.00
H 5.7636 -4.3885 -0.8224 0.00 0.00 0.00
H -1.2329 -0.1905 -5.1772 0.00 -0.01 0.01
H 2.3228 2.3728 -5.8673 0.01 0.01 -0.01
H 3.9682 4.1653 -5.1974 0.00 0.00 0.00
H 4.7208 4.2430 -2.8079 0.00 0.00 0.00
H 3.7959 2.5527 -1.2279 0.00 0.00 0.00
C 0.5221 3.5288 -0.5407 0.03 -0.03 0.02
Si -0.4139 1.9408 -0.9785 -0.05 0.11 0.00
C -1.2662 2.3158 -2.6242 0.00 -0.06 -0.02
C -1.7509 1.6145 0.3282 -0.02 -0.03 0.00
C -2.2703 2.6272 1.1327 0.01 0.00 0.00
C -3.2026 2.3599 2.1291 0.00 0.00 0.01
C -3.6517 1.0631 2.3147 -0.02 0.00 -0.01
C -3.1564 0.0447 1.5082 0.00 0.01 0.00
C -2.1968 0.2902 0.5277 0.00 0.03 -0.03
Si -1.4883 -1.1407 -0.5106 -0.06 0.00 0.01
C -2.7327 -1.4143 -1.8947 0.00 0.02 -0.02
C -1.4508 -2.7204 0.5038 0.05 0.02 0.03
H -0.1491 4.3288 -0.2146 -0.01 0.01 -0.01
H 1.0590 3.8828 -1.4242 0.00 0.00 -0.01
H 1.2549 3.3525 0.2477 0.00 0.00 0.00
H -1.9383 3.1754 -2.5367 0.00 0.01 0.02
H -1.8478 1.4578 -2.9668 -0.01 0.01 -0.01
H -0.5253 2.5335 -3.3978 0.00 0.02 -0.01
H -1.9250 3.6487 1.0052 0.00 0.01 0.00
H -3.5636 3.1600 2.7663 0.00 0.00 0.00
H -4.3687 0.8391 3.0971 0.00 0.00 0.00
H -3.5113 -0.9691 1.6697 0.00 -0.01 0.01
H -3.7096 -1.5924 -1.4313 0.00 0.00 0.01
H -2.4756 -2.2790 -2.5069 0.00 0.00 0.00
H -2.8240 -0.5473 -2.5495 -0.01 -0.01 0.00
H -2.4452 -2.9890 0.8761 -0.01 -0.01 -0.01
H -0.7734 -2.6197 1.3545 -0.01 -0.02 0.00
H -1.0879 -3.5400 -0.1243 -0.01 -0.01 -0.01
C -2.1715 2.5668 6.8268 0.01 -0.01 -0.01
C -1.4391 1.8374 5.7305 0.01 -0.01 -0.02
C -0.4357 2.4544 5.0017 0.00 -0.01 0.00
C 0.2443 1.7910 3.9816 -0.01 0.05 0.00
C 1.2897 2.5509 3.2096 -0.01 -0.03 0.00
C -0.0720 0.4618 3.6932 0.02 0.04 0.00
C -1.0653 -0.1864 4.4388 -0.02 -0.05 0.05
C -1.4426 -1.6201 4.1808 0.00 -0.02 0.00
C -1.7398 0.5150 5.4315 0.01 0.01 0.01
C 0.6345 -0.2768 2.5575 -0.10 -0.05 -0.01
O 1.0539 -1.4211 2.7806 0.07 0.02 -0.01
O 0.6944 0.3664 1.4686 0.09 -0.01 -0.03
H -2.0425 3.6461 6.7339 0.00 0.00 0.00
H -1.8050 2.2717 7.8140 0.00 0.00 0.00
H -3.2411 2.3495 6.7972 0.00 0.00 0.00
H -0.1792 3.4884 5.2165 0.00 0.00 0.00
H 1.6431 3.4040 3.7929 0.00 0.01 0.00
H 0.8659 2.9134 2.2737 0.00 0.00 0.00
H 2.1376 1.9218 2.9423 0.00 0.00 0.00
H -1.7378 -1.7656 3.1418 0.01 0.01 0.02
H -2.2770 -1.9106 4.8221 -0.02 0.00 0.01
H -0.5952 -2.2826 4.3530 -0.02 0.02 0.01
H -2.5285 0.0116 5.9844 0.00 -0.01 0.00
```
Positions in Å, forces in eV/Å.

spin multiplicity = 1
LUMO energy = 4.1 eV
total charge = -2
HOMO energy = -2.112 eV
electronic energy = -100803.2672 eV
Kohn-Sham gap = 6.2 eV
strongest force on any atom = 0.140 eV Å⁻¹
energy relative to the best compared isomer or geometry (same formula, charge and spin) = 0.0 kcal/mol

2.
The following is a DFT calculation (the ωB97M-V functional and the def2-TZVPD basis) of a cluster of 2 separate species, C3H3NO2 in total at a distorted geometry.

```
9
Properties=species:S:1:pos:R:3:forces:R:3
O 1.5805 -2.7961 0.2309 -0.40 1.10 0.78
C 1.2493 -1.9073 0.8555 0.48 -1.17 -0.73
C -0.0820 1.0712 0.8526 -0.01 0.10 -0.17
N -0.0007 1.2662 -0.3982 -0.01 -0.14 0.37
C -0.6600 0.3561 -1.2409 -0.10 -0.40 -0.07
O -0.5581 -0.8458 -1.1709 -0.03 0.56 -0.04
H -0.6800 0.2666 1.2939 0.05 0.12 -0.11
H 0.4622 1.7319 1.5279 -0.04 -0.09 -0.10
H -1.2498 0.8569 -2.0274 0.06 -0.07 0.08
```
Positions in Å, forces in eV/Å.

spin multiplicity = 1
LUMO energy = 0.3 eV
total charge = 0
HOMO energy = -10.260 eV
electronic energy = -8743.2641 eV
Kohn-Sham gap = 10.5 eV
strongest force on any atom = 1.459 eV Å⁻¹
energy relative to the best compared isomer or geometry (same formula, charge and spin) = 43.1 kcal/mol

3.
The following is a DFT calculation (the ωB97M-V functional and the def2-TZVPD basis) of a cluster of 2 separate species, CH2N2O2 in total at a distorted geometry.

```
7
Properties=species:S:1:pos:R:3:forces:R:3
C -0.6601 0.3863 0.5404 1.91 1.05 -1.98
N 0.6527 0.4382 0.3764 -3.74 -0.34 0.55
N -1.8206 -0.0780 1.1249 1.20 2.23 1.33
O 1.4231 -0.1793 1.1286 0.52 -0.23 0.56
O -1.7969 0.6670 -0.1909 1.34 -0.48 0.49
H 1.7739 1.6413 -0.5782 -0.82 -0.26 0.10
H -1.9309 -1.0490 1.0527 -0.41 -1.97 -1.05
```
Positions in Å, forces in eV/Å.

spin multiplicity = 1
LUMO energy (spin up / spin down) = -0.4 / -1.7 eV
total charge = 0
HOMO energy (spin up / spin down) = -9.596 / -9.224 eV
electronic energy = -8135.0402 eV
Kohn-Sham gap (spin up / spin down) = 9.2 / 7.5 eV
strongest force on any atom = 3.799 eV Å⁻¹
energy relative to the best compared isomer or geometry (same formula, charge and spin) = 238.2 kcal/mol